{
  "formula": "C5H10N2O3",
  "method": "the ωB97M-V functional and the def2-TZVPD basis",
  "species": ["O", "O", "O", "N", "N", "C", "C", "C", "C", "C", "H", "H", "H", "H", "H", "H", "H", "H", "H", "H"],
  "coordinates": [[-3.61, -0.16, 0.79], [0.35, 1.26, 0.51], [-1.74, -0.96, 1.68], [-0.19, -0.68, -0.41], [2.33, -0.59, -1.79], [2.98, 1.30, -0.09], [0.71, 0.26, -0.05], [-1.54, -0.08, -0.56], [2.22, -0.01, -0.40], [-2.42, -0.40, 0.69], [2.60, -0.73, 0.27], [-1.54, 0.93, -0.86], [3.33, -0.85, -1.88], [0.15, -1.20, -1.20], [-0.80, -1.07, 1.40], [2.18, 0.16, -2.46], [2.90, 1.42, 1.01], [4.03, 1.19, -0.35], [2.61, 2.15, -0.55], [-2.08, -0.58, -1.44]],
  "smiles": "C[C@H](N)C(=O)NCC(=O)O"
}

=====

{
  "formula": "C49H38Cl3N4O2PS5Sc",
  "method": "the ωB97M-V functional and the def2-TZVPD basis",
  "species": ["Sc", "Cl", "Cl", "Cl", "S", "S", "S", "S", "S", "P", "O", "O", "N", "N", "N", "N", "C", "C", "C", "C", "C", "C", "C", "C", "C", "C", "C", "C", "C", "C", "C", "C", "C", "C", "C", "C", "C", "C", "C", "C", "C", "C", "C", "C", "C", "C", "C", "C", "C", "C", "C", "C", "C", "C", "C", "C", "C", "C", "C", "C", "C", "C", "C", "C", "C", "H", "H", "H", "H", "H", "H", "H", "H", "H", "H", "H", "H", "H", "H", "H", "H", "H", "H", "H", "H", "H", "H", "H", "H", "H", "H", "H", "H", "H", "H", "H", "H", "H", "H", "H", "H", "H", "H"],
  "coordinates": [[0.13, 1.16, 0.17], [2.68, 0.24, 0.16], [2.13, 3.17, 1.35], [4.82, 3.00, 0.12], [0.80, 2.83, -1.77], [-2.06, -0.84, 2.97], [2.71, 0.33, 3.55], [0.56, -2.05, 1.41], [-0.96, 3.70, 3.42], [0.96, -0.70, -2.39], [0.13, 0.98, 2.01], [-1.16, 2.70, 0.32], [-1.25, 3.81, -0.40], [-0.49, -1.14, 0.41], [-1.79, 0.44, -1.24], [-2.23, -2.73, 0.42], [-1.90, -5.65, 2.65], [2.86, 1.53, -5.28], [-0.37, 4.02, -1.41], [3.41, 4.00, 0.43], [3.15, -2.45, -2.80], [0.91, -0.93, 4.84], [-1.21, -3.46, -4.60], [-3.62, 0.99, -2.66], [-3.42, -0.88, 4.00], [-1.66, -1.55, 0.06], [2.58, -1.45, -2.01], [-0.01, 1.03, 3.41], [-1.38, -4.48, -3.67], [1.80, 2.05, -6.00], [-2.36, 5.86, -0.73], [-2.17, 0.88, 4.83], [-3.35, 0.09, 4.95], [4.38, -3.00, -2.47], [-0.65, -5.43, 3.20], [0.77, 4.30, 5.19], [1.06, 0.14, 4.00], [1.32, 0.28, -3.89], [-4.31, -0.13, -2.24], [-3.70, -0.98, -1.32], [-1.50, 6.13, -1.79], [3.19, -1.03, 4.47], [-0.53, 5.23, -2.13], [-2.37, 1.24, -2.12], [-1.37, 0.50, 3.80], [0.26, 0.84, -4.61], [0.96, 2.92, 4.90], [5.06, -2.55, -1.34], [-0.42, -3.43, 1.88], [0.50, 1.71, -5.67], [2.62, 0.65, -4.23], [3.29, -1.03, -0.90], [0.09, -4.31, 2.82], [-2.43, -0.66, -0.85], [-2.21, 4.69, -0.04], [-0.81, -4.37, -2.41], [2.14, -1.60, 5.11], [0.12, 2.45, 3.94], [4.52, -1.56, -0.54], [-0.10, -3.22, -2.08], [-1.68, -3.64, 1.35], [-0.50, -2.32, -4.26], [-2.42, -4.75, 1.73], [0.06, -2.18, -2.99], [-0.24, 4.84, 4.46], [2.62, -2.80, -3.67], [-0.76, 0.61, -4.34], [-1.94, -5.37, -3.94], [-5.29, -0.36, -2.62], [0.38, -3.16, -1.10], [-0.60, 5.86, 4.47], [1.99, 2.73, -6.83], [-0.24, -6.12, 3.92], [-1.63, -3.56, -5.59], [-4.04, 1.67, -3.39], [0.16, 5.40, -2.95], [1.70, 2.30, 5.39], [-0.33, 2.12, -6.22], [5.03, -1.21, 0.34], [-0.04, -1.23, 5.25], [-0.91, -5.17, -1.69], [-4.10, 0.25, 5.71], [-2.81, 4.38, 0.80], [-3.14, -2.95, 0.06], [-1.93, 1.70, 5.49], [4.81, -3.77, -3.09], [1.06, -4.13, 3.25], [-4.20, -1.61, 3.86], [6.02, -2.98, -1.08], [-1.60, 7.05, -2.36], [3.46, 0.25, -3.67], [-0.36, -1.55, -5.01], [-3.41, -4.91, 1.30], [3.71, 4.85, 1.03], [-4.24, -1.85, -0.99], [1.35, 4.85, 5.92], [4.23, -1.31, 4.51], [-2.48, -6.51, 2.94], [-3.14, 6.55, -0.43], [2.22, -2.46, 5.76], [2.98, 4.30, -0.52], [-1.79, 2.11, -2.42], [3.88, 1.80, -5.53]],
  "total_charge": 1
}

=====

| no. | highest occupied orbital energy (eV) |
| --- | --- |
| 1 | -10.08 |
| 2 | -9.81 |